(a)
# C4H13NO4S

A cluster of 3 separate species, C4H13NO4S in total (the ωB97M-V functional and the def2-TZVPD basis, the Open Molecules 2025 dataset).

Calculated values
SMILES string: O=C(O)NCCCS.O.O
HOMO level: -0.334 Ha
Frontier orbital gap: 9.467 eV

Last column: Mulliken charge in e.
CARTESIAN COORDINATES (ANGSTROEM)
O1 -0.255 0.422 -3.081  -0.64
C1 0.037 -0.346 -2.189  0.65
O2 0.284 -1.651 -2.463  -0.49
N1 0.219 -0.017 -0.887  0.10
C2 0.449 -1.060 0.147  -0.85
C3 -0.875 -1.558 0.793  -0.66
C4 -1.224 -0.773 2.049  -0.51
S1 -2.813 0.102 2.039  -0.27
H1 0.147 -1.780 -3.406  0.33
H2 -0.211 0.826 -0.531  0.06
H3 0.983 -0.466 0.887  0.37
H4 0.961 -1.885 -0.323  0.47
H5 -1.655 -1.550 0.031  0.47
H6 -0.794 -2.624 1.020  0.27
H7 -1.238 -1.419 2.933  0.38
H8 -0.477 -0.029 2.321  0.28
H9 -2.881 0.458 0.752  0.09
O3 2.962 1.852 -0.564  -0.66
H10 2.832 2.558 -1.199  0.31
H11 2.346 1.167 -0.883  0.29
O4 0.353 2.254 0.740  -0.53
H12 1.033 2.511 1.385  0.27
H13 -0.182 3.008 0.430  0.26

***

(b)
# C4H13NO4S

A cluster of 3 separate species, C4H13NO4S in total (the ωB97M-V functional and the def2-TZVPD basis, the Open Molecules 2025 dataset).

Calculated values
SMILES string: O=C(O)NCCCS.O.O
HOMO level: -0.359 Ha
Frontier orbital gap: 9.854 eV

Last column: Mulliken charge in e.
CARTESIAN COORDINATES (ANGSTROEM)
O1 0.166 -0.775 -3.403  -0.59
C1 0.547 -0.521 -2.287  0.61
O2 1.824 -0.129 -2.061  -0.50
N1 -0.227 -0.511 -1.175  -0.09
C2 0.121 -0.413 0.235  -0.41
C3 0.037 -1.814 0.900  -0.59
C4 -1.282 -2.065 1.614  -0.85
S1 -2.781 -0.976 1.429  -0.20
H1 1.931 0.650 -1.483  0.35
H2 -1.122 -0.980 -1.191  0.18
H3 -0.563 0.309 0.688  0.19
H4 1.192 -0.124 0.376  0.39
H5 0.263 -2.628 0.176  0.34
H6 0.832 -1.876 1.664  0.32
H7 -1.712 -3.044 1.307  0.30
H8 -1.240 -2.259 2.686  0.43
H9 -2.378 -0.148 2.393  0.12
O3 2.457 2.911 -0.262  -0.63
H10 2.272 3.276 0.604  0.30
H11 1.754 3.246 -0.839  0.32
O4 -0.394 2.822 -0.686  -0.60
H12 -0.858 1.984 -0.818  0.30
H13 -0.839 3.063 0.134  0.31

***

Most stable to least stable: (a), (b)

***

(a)
# C2H3Cl3S

The molecule C2H3Cl3S (the ωB97M-V functional and the def2-TZVPD basis, the Open Molecules 2025 dataset).

Calculated values
HOMO level: -0.319 Ha
Frontier orbital gap: 8.078 eV

Last column: Mulliken charge in e.
CARTESIAN COORDINATES (ANGSTROEM)
C1 1.003 -0.743 0.496  -0.39
C2 -0.803 1.246 -0.455  -0.05
S1 -0.789 0.028 0.676  0.11
Cl1 2.180 0.113 -0.528  -0.14
Cl2 -1.981 2.505 -0.505  -0.15
Cl3 -1.725 -1.943 -0.049  -0.40
H1 1.020 -1.829 0.016  0.33
H2 1.208 -0.861 1.590  0.35
H3 -0.114 1.483 -1.241  0.34

***

(b)
# C2H3Cl3S

A cluster of 2 separate species, C2H3Cl3S in total (the ωB97M-V functional and the def2-TZVPD basis, the Open Molecules 2025 dataset).

Calculated values
HOMO level: -0.331 Ha
Frontier orbital gap: 9.531 eV

Last column: Mulliken charge in e.
CARTESIAN COORDINATES (ANGSTROEM)
C1 0.604 0.076 -0.813  -0.29
C2 -1.351 -0.734 -0.621  -0.02
S1 1.514 -1.076 -1.880  -0.14
Cl1 1.177 0.497 0.768  -0.11
Cl2 -2.572 0.126 -1.561  -0.16
Cl3 -1.556 -0.789 1.008  -0.10
H1 0.256 0.945 -1.354  0.37
H2 -1.202 -1.630 -1.109  0.31
H3 1.491 -2.093 -1.012  0.14

***

Most stable to least stable: (b), (a)